1.
Computed, not measured: 2 unconnected molecules or ions with the total composition C4H14N2O2 at a distorted geometry, with ωB97M-V with the def2-TZVPD basis set.

XYZ file:
```
22
C4H14N2O2 (ωB97M-V with the def2-TZVPD basis set)
C -2.5183 0.2298 -0.4702
C -1.4262 -0.5684 0.2528
C -1.8378 -0.8780 1.6673
N -0.8405 -1.7395 2.3437
N -0.1293 0.0655 0.2207
C 0.6948 0.0489 -0.9241
O 0.7480 1.3627 -1.5469
H -3.4812 -0.0376 -0.0379
H -2.4034 1.2975 -0.2535
H -2.5097 0.1416 -1.5549
H -1.3989 -1.5434 -0.2523
H -2.0847 -0.0584 2.3461
H -2.7750 -1.4171 1.6165
H -0.0898 -2.0463 1.7448
H -1.2884 -2.5250 2.7819
H 0.1477 0.5605 1.0559
H 0.3030 -0.6744 -1.6516
H 1.7067 -0.2547 -0.6393
H 0.9518 1.1850 -2.4722
O 4.4706 1.2128 -1.1936
H 4.1138 0.9532 -0.3445
H 4.0835 2.0324 -1.5202
```

Calculated values
lowest unoccupied orbital energy: 0.0309 hartree
M: 122.168 g/mol
orbital gap: 9.6 eV



2.
Computed, not measured: 2 unconnected molecules or ions with the total composition C4H14N2OS at a distorted geometry, with ωB97M-V with the def2-TZVPD basis set.

XYZ file:
```
22
C4H14N2OS (ωB97M-V with the def2-TZVPD basis set)
N 0.8179 2.3465 0.9073
C -0.6179 1.7381 1.0066
C -0.5435 0.3204 1.6111
N -0.0079 -0.6307 0.6020
C -1.1632 -1.2600 -0.1661
C -0.6921 -2.2662 -1.1488
S -0.0784 -1.4478 -2.6235
H 1.1838 2.2646 1.8599
H 1.3220 1.8479 0.2060
H -1.1595 2.5096 1.5798
H -1.0873 1.8161 -0.0053
H -1.5074 -0.0174 2.0365
H 0.1549 0.2533 2.3690
H 0.5118 -0.1311 -0.0603
H -1.8857 -0.4140 -0.5204
H -1.7419 -1.7052 0.6104
H 0.2287 -2.7339 -0.7106
H -1.4963 -2.9581 -1.2370
H -0.4719 -0.2652 -2.2831
O 3.0275 0.2915 -1.6469
H 2.6973 -0.5457 -1.2069
H 2.5090 0.9873 -1.1795
```

Calculated values
lowest unoccupied orbital energy: 0.0282 hartree
M: 138.236 g/mol
orbital gap: 9.9 eV